# 1
ORCA calculation (the ωB97M-V functional and the def2-TZVPD basis) on a cluster of 2 separate species, C20H40N2O3 in total at a distorted geometry.

Values from the calculation:
energy	-30513.2476	eV
SMILES	CNC(=O)[C@H](CC(C)C)NC(C)=O.CCCCCCCCCC(C)=O
orbital gap	9.7810	eV
charge	0
largest force on an atom	1.3	eV/A
2S+1	1
LUMO level	0.405	eV

The geometry in XYZ format:
```
65
Properties=species:S:1:pos:R:3:lowdin_charge:R:1
O -4.88 1.66 -1.75 0.03
O 6.28 2.21 3.84 0.06
O -4.76 -1.18 -5.28 0.04
C -3.89 2.05 -2.35 -0.54
C 5.89 2.44 2.70 -0.43
C -4.78 -0.41 -4.33 -0.46
N -5.90 0.20 -3.91 0.04
N -3.20 1.29 -3.21 0.12
C -3.39 3.45 -2.14 0.01
C 6.15 3.81 2.10 -0.02
C -7.22 0.03 -4.51 -0.05
C -1.20 0.16 3.69 -0.12
C -1.87 -1.93 -0.51 -0.08
C -0.76 -1.51 -2.69 -0.07
C 5.19 1.35 1.88 -0.14
C -0.18 -0.57 2.82 -0.27
C 5.83 -0.03 2.08 -0.20
C 0.74 -1.45 3.68 -0.23
C 5.20 -1.10 1.17 -0.21
C 1.84 -2.14 2.86 -0.22
C 4.14 -1.97 1.87 -0.22
C 2.93 -1.18 2.40 -0.22
C -1.86 -1.03 -1.74 -0.43
C -3.25 -1.06 -2.40 -0.12
C -3.45 -0.11 -3.60 -0.18
H -5.82 0.79 -3.09 0.09
H -2.41 1.74 -3.65 0.15
H -3.97 3.92 -1.35 0.09
H -2.34 3.42 -1.84 0.08
H -3.50 4.02 -3.06 0.09
H 6.80 3.72 1.23 0.08
H 6.62 4.47 2.83 0.08
H 5.20 4.26 1.78 0.08
H -7.95 -0.21 -3.73 0.08
H -7.22 -0.78 -5.24 0.08
H -7.53 0.96 -5.01 0.08
H -1.80 -0.55 4.26 0.07
H -0.69 0.83 4.39 0.07
H -1.87 0.76 3.07 0.07
H -2.13 -2.95 -0.80 0.09
H -2.59 -1.56 0.21 0.08
H -0.88 -1.94 -0.05 0.06
H 0.20 -1.54 -2.16 0.08
H -0.66 -0.83 -3.53 0.07
H -0.99 -2.51 -3.05 0.09
H 4.14 1.33 2.17 0.11
H 5.24 1.63 0.83 0.11
H -0.71 -1.21 2.10 0.08
H 0.40 0.16 2.26 0.10
H 5.76 -0.34 3.13 0.12
H 6.90 0.04 1.83 0.11
H 0.13 -2.21 4.17 0.11
H 1.20 -0.84 4.46 0.11
H 6.00 -1.77 0.83 0.10
H 4.77 -0.64 0.28 0.11
H 2.29 -2.90 3.51 0.11
H 1.40 -2.66 2.00 0.11
H 4.61 -2.51 2.70 0.12
H 3.79 -2.71 1.15 0.11
H 3.25 -0.55 3.23 0.11
H 2.54 -0.53 1.61 0.11
H -1.62 -0.01 -1.42 0.13
H -3.45 -2.08 -2.73 0.13
H -4.00 -0.82 -1.64 0.12
H -2.68 -0.37 -4.33 0.14
```



# 2
ORCA calculation (the ωB97M-V functional and the def2-TZVPD basis) on an isolated molecule of C3H7N3O at a distorted geometry.

Values from the calculation:
energy	-9739.8978	eV
SMILES	[H]/N=C(/N)CNC=O
orbital gap	9.0545	eV
charge	0
largest force on an atom	5.4	eV/A
2S+1	1
LUMO level	0.430	eV

The geometry in XYZ format:
```
14
Properties=species:S:1:pos:R:3:lowdin_charge:R:1
C 1.08 0.26 0.05 -0.55
C 0.24 -0.81 0.70 -0.10
C -1.86 0.05 -0.26 -0.27
H -0.38 1.84 -0.14 0.05
H 1.52 2.19 -0.41 0.14
H 2.26 -1.08 -0.52 0.06
H -0.15 -0.44 1.76 0.16
H 1.03 -1.75 0.67 0.15
H -1.25 -2.01 -0.51 0.16
H -2.80 -0.16 -0.94 0.16
N 0.68 1.65 0.14 0.02
N 2.27 0.02 -0.42 0.06
N -0.97 -1.01 -0.26 0.03
O -1.67 1.25 0.14 -0.07
```



# 3
ORCA calculation (the ωB97M-V functional and the def2-TZVPD basis) on a cluster of 11 separate species, C29H73BN14O22P in total at a distorted geometry.

Values from the calculation:
energy	-107096.6278	eV
orbital gap	9.6498	eV
charge	+1
largest force on an atom	1.1	eV/A
2S+1	1
LUMO level	-2.407	eV

The geometry in XYZ format:
```
140
Properties=species:S:1:pos:R:3:lowdin_charge:R:1
C 4.82 0.63 0.42 -0.10
C 4.13 0.28 1.74 -0.24
C 3.12 -0.87 1.65 -0.20
C 2.32 -0.93 0.35 -0.19
C 0.84 -1.35 0.52 -0.19
C -0.08 -0.42 -0.26 -0.20
C -1.57 -0.63 0.01 -0.10
C -2.39 0.61 0.36 -0.18
C -2.47 1.04 1.83 -0.22
C -2.48 -0.04 2.89 -0.17
O -3.41 -1.03 2.53 -0.14
C -4.75 -0.80 2.97 -0.24
C -5.74 -0.78 1.82 -0.05
N -1.44 2.12 1.91 -0.12
P 0.20 1.91 2.34 0.76
N 1.16 2.73 1.43 -0.22
C -1.65 2.76 0.66 -0.33
N -1.54 4.07 0.64 0.28
B -1.88 5.05 -0.47 -0.56
C -3.33 5.58 -0.67 0.02
O -0.88 5.53 -1.22 0.20
N -2.06 1.91 -0.29 0.10
C -1.64 1.96 -1.72 -0.25
C -2.68 2.67 -2.62 -0.02
C -0.21 2.51 -1.95 -0.16
C 0.66 1.65 -2.88 -0.23
C -0.04 1.25 -4.18 -0.08
H 4.95 -0.24 -0.22 0.04
H 4.23 1.36 -0.13 0.07
H 5.79 1.10 0.60 0.05
H 4.91 0.00 2.46 0.09
H 3.69 1.20 2.16 0.09
H 2.44 -0.80 2.51 0.09
H 3.66 -1.80 1.79 0.10
H 2.36 0.04 -0.16 0.09
H 2.81 -1.63 -0.34 0.11
H 0.58 -1.38 1.58 0.08
H 0.72 -2.35 0.12 0.12
H 0.11 -0.60 -1.32 0.11
H 0.22 0.62 -0.10 0.07
H -2.03 -1.08 -0.86 0.09
H -1.68 -1.37 0.80 0.11
H -3.42 0.38 0.09 0.14
H -3.41 1.59 1.92 0.16
H -2.75 0.42 3.85 0.14
H -1.50 -0.51 3.01 0.11
H -4.83 0.14 3.53 0.12
H -5.02 -1.59 3.67 0.12
H -5.33 -0.31 0.94 0.05
H -6.63 -0.23 2.11 0.09
H -6.07 -1.78 1.55 0.07
H 0.20 2.38 3.66 0.01
H 0.38 0.53 2.44 0.01
H 1.85 2.16 0.95 -0.03
H -1.23 4.45 1.52 0.16
H -3.33 6.29 -1.50 0.07
H -4.08 4.82 -0.81 0.06
H -3.59 6.16 0.22 0.08
H 0.00 5.33 -0.85 0.13
H -1.63 0.93 -2.08 0.12
H -3.56 2.91 -2.02 0.08
H -2.29 3.60 -3.03 0.07
H -2.98 2.02 -3.43 0.07
H 0.32 2.66 -1.01 0.09
H -0.28 3.48 -2.43 0.10
H 1.05 0.77 -2.38 0.08
H 1.52 2.26 -3.13 0.11
H -0.58 2.08 -4.63 0.08
H 0.67 0.84 -4.89 0.08
H -0.77 0.45 -4.00 0.07
C 7.02 -2.55 -3.12 0.06
N 6.49 -1.84 -1.92 -0.43
O 5.38 -2.12 -1.53 0.06
O 7.21 -1.01 -1.41 0.05
H 6.27 -3.26 -3.45 0.10
H 7.25 -1.81 -3.87 0.10
H 7.93 -3.06 -2.81 0.11
C 6.71 -2.74 2.64 0.05
N 5.82 -3.85 3.07 -0.45
O 4.97 -4.24 2.29 0.06
O 5.99 -4.29 4.19 0.06
H 6.43 -2.45 1.63 0.09
H 6.56 -1.92 3.34 0.09
H 7.73 -3.11 2.68 0.10
C -5.10 -1.88 -1.71 0.05
N -4.07 -1.33 -2.64 -0.44
O -4.31 -0.30 -3.23 0.07
O -3.03 -1.96 -2.72 0.05
H -5.97 -1.24 -1.73 0.10
H -5.35 -2.88 -2.06 0.09
H -4.65 -1.93 -0.73 0.08
C -3.78 5.83 -5.08 0.05
N -3.67 4.70 -6.05 -0.45
O -4.39 4.71 -7.01 0.09
O -2.85 3.84 -5.79 0.05
H -4.54 6.51 -5.44 0.10
H -4.05 5.40 -4.12 0.08
H -2.81 6.31 -5.03 0.10
C 9.59 0.79 -0.32 0.05
N 10.83 0.50 0.46 -0.44
O 10.91 0.94 1.59 0.06
O 11.67 -0.16 -0.10 0.07
H 8.92 1.39 0.30 0.07
H 9.89 1.32 -1.22 0.11
H 9.14 -0.17 -0.56 0.07
C 8.69 2.51 4.05 0.06
N 7.99 1.93 2.88 -0.44
O 7.48 2.67 2.07 0.06
O 7.97 0.72 2.80 0.03
H 8.62 3.59 3.99 0.10
H 8.19 2.12 4.94 0.07
H 9.72 2.17 4.01 0.10
C 8.96 -1.51 6.34 0.06
N 9.17 -0.04 6.40 -0.44
O 8.20 0.68 6.51 0.04
O 10.32 0.36 6.31 0.08
H 7.90 -1.70 6.42 0.09
H 9.36 -1.85 5.39 0.10
H 9.51 -1.95 7.16 0.10
C -5.00 -5.30 1.10 0.06
N -6.27 -5.19 0.33 -0.43
O -7.29 -5.54 0.86 0.10
O -6.19 -4.76 -0.81 0.03
H -5.23 -5.70 2.08 0.10
H -4.34 -5.96 0.54 0.11
H -4.57 -4.31 1.16 0.09
C -8.47 -5.27 -2.69 0.02
N -9.74 -5.09 -3.44 -0.46
O -10.78 -5.38 -2.88 0.05
O -9.66 -4.65 -4.57 0.07
H -8.70 -5.66 -1.71 0.08
H -7.84 -5.95 -3.26 0.10
H -8.02 -4.29 -2.62 0.07
C -11.62 -1.53 -1.74 0.06
N -10.18 -1.84 -1.50 -0.44
O -9.70 -1.55 -0.43 0.06
O -9.58 -2.37 -2.41 0.05
H -12.02 -1.07 -0.85 0.10
H -11.66 -0.87 -2.60 0.10
H -12.11 -2.47 -1.97 0.10
```



# 4
ORCA calculation (the ωB97M-V functional and the def2-TZVPD basis) on an isolated molecule of C6H7NS at a distorted geometry.

Values from the calculation:
energy	-18655.3471	eV
SMILES	C=C=C=C(C)N1CS1
orbital gap (alpha / beta)	7.2771 / 7.2778	eV
charge	0
largest force on an atom	5.6	eV/A
2S+1	1
LUMO level (alpha / beta)	-0.076 / -0.076	eV

The geometry in XYZ format:
```
15
Properties=species:S:1:pos:R:3:lowdin_charge:R:1
C 0.99 1.13 -1.08 -0.12
C 0.21 0.48 -0.33 0.01
C -0.52 -0.25 0.55 -0.37
C 1.76 1.75 -1.97 -0.01
C 0.80 -2.40 1.25 -0.47
C -1.82 0.33 0.83 -0.06
N -0.12 -1.30 1.30 -0.32
S -0.77 -2.88 1.84 0.86
H 2.60 1.49 -2.55 0.03
H 1.30 2.68 -2.26 0.04
H 1.15 -2.70 0.17 0.13
H 1.53 -2.45 1.93 0.02
H -1.68 1.37 1.04 0.08
H -2.41 -0.16 1.65 0.10
H -2.53 0.45 0.07 0.07
```